# 1
DFT (wB97M-V/def2-TZVPD) results for a cluster of 2 separate species, C8H11N4O2S in total.

Structure (XYZ):
```
26
Properties=species:S:1:pos:R:3:forces:R:3:mulliken_charge:R:1
O -2.89861 1.56477 -0.00843 0.9042 -5.1403 -3.5051 -0.516
S -2.88631 0.33869 -1.00092 -4.0675 6.2251 0.1725 0.767
O -3.82083 0.57576 -2.21123 3.8565 -1.8889 3.7526 -0.530
C -1.08395 0.02740 -1.45051 1.4220 -0.2904 1.0722 -0.517
N -0.85301 -1.35415 -2.09603 3.7389 -0.5064 -2.0668 0.574
C 0.50633 -1.64151 -2.72377 -5.6576 -4.2327 0.5727 -0.068
N 0.27203 -3.09780 -3.17547 -3.3699 3.1407 2.5418 -0.121
C -1.12867 -3.52141 -2.78312 0.8652 4.9646 1.4804 -0.095
N -1.83015 -2.34122 -2.08042 5.8220 -3.1855 -3.3803 -0.496
H -3.30101 -0.78919 -0.24183 0.7437 0.7947 -0.9769 0.231
H -0.63969 0.90393 -2.12115 -1.3500 -1.9844 1.3755 0.318
H -0.49733 -0.02439 -0.41229 -1.2658 0.5533 -1.9525 0.460
H 1.45928 -0.96920 -2.82274 -2.1770 -1.4887 0.2190 0.366
H 0.95538 -3.71555 -3.67611 -0.8622 0.9329 0.6954 0.280
H -1.66673 -4.55147 -2.94360 1.4696 2.2858 0.2173 0.358
N 0.67362 1.21300 1.46032 0.5448 0.0356 0.5615 -0.230
C 0.32900 0.93927 2.73768 0.0718 0.0897 -0.7881 -0.042
C 1.07574 1.32945 3.83781 0.1936 0.1316 -0.1190 -0.663
C 2.25043 2.04073 3.61718 -0.0045 -0.0024 0.0059 -0.091
C 2.63294 2.33627 2.31278 -0.1240 -0.0661 0.1725 -0.665
C 1.81825 1.90649 1.27766 -0.6824 -0.4143 0.0359 -0.078
H -0.59390 0.37936 2.85775 0.0636 0.0753 0.0592 0.336
H 0.74960 1.08432 4.84219 0.0085 0.0177 -0.1256 0.354
H 2.86271 2.36236 4.45463 -0.0823 -0.0406 -0.1132 0.376
H 3.54299 2.88845 2.10743 -0.1107 -0.0509 -0.0035 0.352
H 2.07187 2.11563 0.24217 0.0495 0.0449 0.0967 0.338
```
Positions in Å, forces in eV/Å.

Net charge: +1
Max |F| (eV/Å): 7.45
Highest occupied orbital energy (eV): -12.2

# 2
DFT (wB97M-V/def2-TZVPD) results for a structure of composition C30H45BrEuN4OP2.

Structure (XYZ):
```
84
Properties=species:S:1:pos:R:3:forces:R:3:mulliken_charge:R:1
C -1.72300 6.33859 -2.41909 0.4427 0.0624 -0.1721 -0.403
C -1.91938 4.96077 -2.54771 -0.8089 0.6969 -0.3226 0.563
C -2.15459 4.43868 -3.82929 0.6155 -0.0224 -0.3250 -0.395
C -1.88006 5.24509 -4.94071 -0.6781 0.0183 1.1087 -0.396
N -1.55964 6.52996 -4.80766 0.5970 0.1492 -0.2998 -0.529
C -1.46756 7.07054 -3.59715 -0.7349 -0.7245 0.2673 -0.309
C -1.69510 3.96632 -1.47211 3.0154 -1.8469 -1.5153 -0.812
C -0.82168 3.04499 -1.43307 -1.2293 3.0541 -1.5877 0.286
C 0.09423 1.99333 -1.21005 0.3746 -0.3727 0.5408 0.004
C 0.84703 2.08286 -0.00787 -0.1499 -0.1440 -0.4928 -1.205
C 1.46112 0.93493 0.45598 0.0689 -0.5024 0.2195 0.281
C 1.49137 -0.24454 -0.31306 -0.0091 1.4283 -0.7555 0.181
C 0.89370 -0.24264 -1.59738 0.5502 -0.7447 0.3049 -0.753
C 0.13257 0.82061 -2.01378 -0.6499 0.8773 0.2698 -1.080
Eu -2.12748 2.25364 0.37716 -1.3235 -2.2486 3.0456 1.176
P 2.58173 -1.56077 0.24305 -0.6963 0.5713 0.3493 1.375
H -2.44297 3.39676 -3.96701 0.2388 0.2086 0.0546 0.488
H -1.69884 6.85308 -1.45985 0.2430 -0.3050 -0.1383 0.404
H -1.93608 4.82441 -5.93998 -0.0707 0.1900 0.0364 0.371
H -1.18827 8.12116 -3.55032 -0.1704 -0.1568 0.0337 0.380
H -0.47414 0.79166 -2.92633 0.4275 -0.0650 0.3102 0.586
H 0.91946 3.04387 0.52249 -0.1842 -0.5741 -0.1011 0.464
H 1.04180 -1.08994 -2.28181 -0.3968 0.3351 0.5078 0.713
H 1.86195 0.92270 1.47019 0.0978 0.1757 -0.4205 0.480
C 1.74617 -2.67223 1.36429 -0.7430 -0.4190 0.2845 0.424
C 2.33607 -4.08080 1.29831 0.0738 -0.5241 -0.0237 -1.324
H 0.65978 -2.61725 1.17309 0.4162 -0.2492 -0.0202 -0.086
H 1.88952 -2.24851 2.37690 -0.0039 -0.1860 -0.5527 0.225
H 2.01138 -4.65505 2.17629 0.0947 0.1121 -0.3108 0.465
H 2.00959 -4.62810 0.39585 0.1427 0.2880 0.3866 0.274
H 3.43849 -4.05011 1.30923 -0.3965 -0.1439 0.0212 0.286
C 3.18840 -2.31387 -1.26072 0.3949 -0.4589 -0.2900 -0.812
C 3.75324 -1.31084 -2.28092 0.0781 0.2724 -0.1355 -1.259
H 2.33185 -2.85963 -1.68280 0.0780 0.0567 0.1106 0.373
H 3.93834 -3.07959 -1.01015 -0.2558 0.1895 -0.0007 0.601
H 3.89125 -1.81202 -3.24460 0.0039 0.0587 0.2201 0.422
H 3.06835 -0.46633 -2.43888 0.4277 -0.3063 -0.0365 0.355
H 4.72423 -0.89732 -1.98139 -0.2134 -0.1677 0.0434 0.351
C 3.79894 -0.79458 1.31434 0.1801 0.9093 0.0021 -0.415
C 5.08833 -1.59502 1.37280 0.4565 -0.2713 0.3631 -1.274
H 3.30416 -0.69421 2.31083 0.4573 -0.0232 -0.7626 0.170
H 3.98287 0.23388 0.95312 0.0634 -0.4665 0.0720 0.493
H 5.87716 -0.96753 1.79183 -0.0404 -0.1721 0.0567 0.429
H 4.98276 -2.48660 2.00797 0.1094 0.2591 -0.2346 0.330
H 5.43131 -1.90927 0.38275 -0.0494 0.0427 0.1237 0.350
Br -1.27051 -0.72036 1.15093 -0.0626 1.2884 0.0121 -0.474
P -2.80145 -3.17289 -1.56736 -0.5161 -1.4804 -0.5926 -0.238
C -1.00489 -3.55310 -1.63037 0.2673 0.3231 0.0075 1.365
C -0.72032 -5.03834 -1.88934 0.0883 0.0650 0.0010 -1.430
H -0.55820 -3.19365 -0.69411 0.1691 -0.0909 -0.0665 -0.909
H -0.58723 -2.94525 -2.44104 0.0606 -0.0469 -0.0651 0.077
H 0.36061 -5.20324 -2.01173 -0.2272 -0.0851 0.0865 0.368
H -1.08010 -5.66987 -1.06399 0.0933 0.1692 -0.2435 0.338
H -1.21375 -5.37279 -2.81296 0.1035 0.1031 0.3125 0.411
C -3.18274 -3.12769 0.21397 -0.2129 0.7503 0.2988 0.185
C -4.58313 -3.70950 0.40387 0.1733 -0.1425 0.2605 -1.395
H -3.08825 -2.08967 0.58778 -0.4487 -0.8606 -0.1817 -0.196
H -2.42703 -3.69444 0.76903 -0.0692 -0.0826 -0.1308 0.344
H -4.83867 -3.76199 1.46671 -0.1153 0.0637 -0.1393 0.390
H -5.31904 -3.08772 -0.11907 -0.0009 -0.2303 0.1225 0.326
H -4.61653 -4.72659 -0.00817 -0.1707 0.2788 0.0671 0.363
C -2.95949 -1.49070 -2.25556 0.1770 0.2886 0.1957 0.544
C -3.20514 -1.60437 -3.76779 -0.0243 0.3022 0.1079 -1.344
H -2.06251 -0.91257 -1.99970 -0.0579 0.1661 -0.1513 -0.650
H -3.80527 -1.00529 -1.74995 0.0170 -0.1288 -0.1070 0.444
H -3.50962 -0.63816 -4.18027 0.0866 -0.0616 -0.0945 0.388
H -2.29974 -1.93278 -4.29367 -0.2031 -0.0065 0.0714 0.309
H -4.00632 -2.32575 -3.97440 0.2612 0.1703 0.0622 0.419
C -1.54322 4.49768 4.86771 -0.2733 0.4594 0.0420 -0.912
N -0.68420 3.34392 4.61787 -0.1372 0.4284 0.1019 0.137
C 0.30425 3.05987 5.50780 0.3383 -0.1782 0.0618 0.020
C 1.09768 1.97081 5.31052 -0.2997 0.3236 -0.0403 -1.182
C 0.82863 1.22497 4.14104 0.3320 -0.5425 -0.2608 0.884
N 0.01241 1.64176 3.18099 -0.2712 -0.1999 0.2543 -0.059
C -0.79906 2.67109 3.41758 -0.0791 0.7525 -0.4437 0.182
O -1.63135 3.12300 2.54743 0.8555 -0.6696 0.7255 -0.793
N 1.48976 0.03459 3.92859 -0.1055 0.2073 0.3453 -0.269
H -1.28640 4.91458 5.84163 -0.0640 -0.0670 -0.1267 0.303
H -2.59815 4.21750 4.86974 0.1907 -0.0798 -0.0541 0.314
H -1.37865 5.25564 4.10163 -0.0534 -0.0701 0.0373 0.329
H 0.42047 3.76376 6.34912 -0.1781 -0.6215 -0.4849 0.338
H 1.87693 1.65392 5.98456 -0.0453 0.2016 0.1913 0.423
H 2.01950 -0.33392 4.72206 -0.4386 0.1681 -0.4516 0.259
H 0.96237 -0.65352 3.39619 -0.0037 0.2745 0.0344 0.148
```
Positions in Å, forces in eV/Å.

Net charge: +2
Multiplicity: 8
Max |F| (eV/Å): 4.01
Highest occupied orbital energy (alpha / beta) (eV): -11.5 / -11.5
⟨S²⟩: 15.760